{"formula": "C2HNOS", "method": "ωB97M-V/def2-TZVPD", "species": ["C", "H", "O", "S", "N", "C"], "coordinates": [[-1.076, 0.105, 0.543], [-2.043, -1.572, 0.015], [2.861, -0.003, -0.945], [-0.163, 1.204, 1.120], [-1.831, -0.676, 0.041], [2.251, 0.941, -0.775]], "atomic_forces_ev_per_a": [[-1.2, -1.5, -0.7], [-1.1, -4.8, -0.1], [-0.7, 1.0, 0.2], [0.6, 0.9, 0.7], [1.5, 5.3, 0.3], [1.0, -1.0, -0.4]], "multiplicity": 1, "homo_ev": -9.60, "de_lowest_kj_mol": 55.6, "homo_lumo_gap_ev": 10.51, "energy_ev": -16461.9572}